Record 1
DFT (ωB97M-V/def2-TZVPD) results for one molecule with the formula C4H7N3.

```
14
Properties=species:S:1:pos:R:3:mulliken_charge:R:1
C -0.33 -1.92 0.19 -0.83
N -0.56 -0.53 -0.14 0.59
C -0.13 0.68 0.53 0.05
C -0.97 1.75 -0.10 -0.40
C 1.21 1.25 -0.07 -1.07
N -1.57 1.09 -1.15 -0.40
N -1.35 -0.21 -1.11 -0.24
H -0.96 -2.53 -0.45 0.34
H -0.60 -2.12 1.24 0.31
H 0.72 -2.20 0.04 0.28
H -0.05 0.55 1.61 0.37
H 1.07 1.72 -1.04 0.34
H 1.59 2.02 0.60 0.32
H 1.93 0.43 -0.16 0.34
```

**ΔE to the lowest compared entry with this formula, charge and spin**: 429.9 kJ/mol
**Charge**: 0
**E_HOMO**: -8.39 eV

Record 2
DFT (ωB97M-V/def2-TZVPD) results for C10H18IN2O3S3Sn as an isolated structure.

```
38
Properties=species:S:1:pos:R:3:mulliken_charge:R:1
Sn 0.85 -2.12 -0.46 0.35
C 1.27 1.55 2.20 -0.43
C 0.31 0.91 3.18 -0.83
S -0.17 -0.77 2.70 0.00
C -1.96 -0.74 2.92 -0.75
C -2.74 0.29 2.12 -0.72
S -2.30 0.31 0.35 -0.04
C -2.07 2.08 0.06 -0.93
C -0.96 2.80 0.81 -0.89
S 0.75 2.22 0.61 0.24
H 2.10 0.89 1.93 0.12
H 1.72 2.45 2.64 0.54
H -0.58 1.51 3.34 0.37
H 0.83 0.88 4.13 0.48
H -2.19 -0.62 3.98 0.40
H -2.27 -1.75 2.64 0.41
H -2.61 1.30 2.52 0.35
H -3.81 0.07 2.20 0.49
H -2.99 2.61 0.31 0.55
H -1.93 2.18 -1.01 0.42
H -1.14 2.81 1.89 0.58
H -0.89 3.83 0.46 0.56
N 1.65 -3.73 -1.99 -0.52
C 0.96 -3.38 -3.25 -0.61
C 1.00 -1.88 -3.50 0.55
O 1.05 -1.46 -4.64 -0.64
N 1.01 -1.12 -2.37 -0.12
C 1.22 0.28 -2.68 -0.49
C 0.78 1.31 -1.70 0.25
O 0.59 2.47 -1.94 -0.49
O 0.72 0.90 -0.35 0.11
H 2.66 -3.64 -2.10 0.29
H 1.47 -4.69 -1.73 0.28
H -0.08 -3.70 -3.17 0.27
H 1.40 -3.87 -4.12 0.39
H 0.75 0.54 -3.63 0.48
H 2.29 0.51 -2.82 0.25
I 3.30 -1.22 0.43 -0.29
```

**Charge**: +1
**E_HOMO**: -11.25 eV

Record 3
DFT (ωB97M-V/def2-TZVPD) results for a 19-piece molecular cluster, C48H146N12O19 overall in a non-equilibrium geometry.

```
225
Properties=species:S:1:pos:R:3:mulliken_charge:R:1
O -5.59 -0.78 0.84 -0.84
H -5.45 0.17 0.88 0.25
H -4.70 -1.15 0.73 0.47
O -2.89 -2.14 -2.64 -0.60
H -3.05 -2.95 -3.13 0.23
H -2.34 -1.61 -3.24 0.15
O -3.66 1.45 -0.20 -0.51
H -2.88 0.99 0.14 -0.13
H -3.51 1.50 -1.15 0.33
O -1.01 -0.51 -3.77 0.08
H -0.38 -0.05 -3.19 0.09
H -0.59 -0.54 -4.64 0.09
O 4.54 -0.07 1.17 -0.52
H 5.28 0.35 0.74 0.26
H 3.87 0.62 1.25 0.34
O 2.69 1.98 1.30 -0.24
H 1.86 2.31 0.95 -0.28
H 3.32 2.69 1.15 0.13
O 1.00 3.40 -0.50 0.00
H 1.06 3.67 -1.43 0.05
H 0.51 4.10 -0.07 -0.04
C -0.29 -5.87 -2.86 -1.23
C 1.17 -6.13 -2.57 0.48
C 1.53 -5.18 -1.42 0.11
O 2.90 -5.26 -1.11 -0.53
C 3.26 -4.39 -0.02 -0.57
N 1.26 -7.58 -2.25 -0.79
H -0.43 -4.87 -3.27 0.06
H -0.92 -5.96 -1.98 0.34
H -0.71 -6.55 -3.61 0.44
H 1.77 -5.90 -3.45 0.21
H 0.92 -5.33 -0.52 0.18
H 1.41 -4.14 -1.73 -0.06
H 2.43 -4.39 0.68 0.31
H 3.34 -3.37 -0.39 0.05
H 4.25 -4.53 0.40 0.48
H 2.13 -7.61 -1.72 0.31
H 0.59 -7.83 -1.54 0.30
C 4.55 -1.86 7.48 -1.63
C 3.46 -2.44 6.61 1.01
C 3.60 -2.08 5.12 -1.06
O 2.38 -2.30 4.45 -0.43
C 2.50 -2.13 3.07 -0.16
N 3.35 -3.86 6.99 -0.79
H 5.51 -2.03 6.99 0.37
H 4.59 -2.30 8.47 0.41
H 4.56 -0.77 7.62 0.29
H 2.61 -1.95 7.09 -0.17
H 4.41 -2.67 4.68 0.55
H 3.96 -1.05 5.03 0.31
H 2.39 -1.05 2.96 0.19
H 1.65 -2.53 2.50 -0.25
H 3.45 -2.47 2.67 0.45
H 3.04 -3.79 7.95 0.33
H 2.60 -4.29 6.47 0.33
C -2.28 2.64 -4.81 -1.55
C -2.77 2.67 -3.40 2.80
C -4.01 3.48 -3.26 -0.90
O -3.73 4.89 -3.42 -0.33
C -4.89 5.70 -3.27 -0.86
N -3.07 1.31 -2.99 -0.20
H -3.03 2.40 -5.55 0.32
H -1.45 1.93 -4.88 0.20
H -1.76 3.54 -5.14 0.35
H -2.05 3.09 -2.69 -1.45
H -4.40 3.41 -2.25 0.23
H -4.83 3.19 -3.93 0.61
H -5.51 5.56 -2.38 0.25
H -5.43 5.45 -4.19 0.39
H -4.40 6.67 -3.28 0.26
H -2.35 0.67 -3.30 -0.16
H -3.99 0.94 -3.17 0.28
C -1.58 -3.81 0.34 -0.74
C -2.96 -3.29 0.79 -0.05
C -3.14 -3.51 2.32 0.61
O -3.13 -4.85 2.71 -0.48
C -3.04 -4.99 4.09 -0.65
N -3.06 -1.88 0.41 0.11
H -1.42 -4.85 0.61 0.73
H -0.80 -3.29 0.89 -0.36
H -1.41 -3.81 -0.74 0.07
H -3.69 -3.84 0.19 0.63
H -4.07 -3.03 2.66 0.60
H -2.40 -2.86 2.80 -1.39
H -2.02 -4.77 4.42 0.18
H -3.34 -5.97 4.47 0.36
H -3.67 -4.29 4.64 0.26
H -2.34 -1.34 0.88 -0.87
H -2.88 -1.79 -0.58 0.39
C 4.79 -2.46 -3.03 -0.93
C 5.42 -2.79 -4.37 1.02
C 6.81 -3.34 -4.20 -1.21
O 7.52 -3.41 -5.45 -0.31
C 8.66 -4.25 -5.35 -0.74
N 4.62 -3.85 -4.93 -0.61
H 3.75 -2.17 -3.14 -0.13
H 5.40 -1.66 -2.61 0.48
H 4.73 -3.36 -2.42 0.18
H 5.49 -1.96 -5.08 0.33
H 6.77 -4.31 -3.70 0.41
H 7.41 -2.72 -3.52 0.42
H 9.55 -3.65 -5.16 0.28
H 8.80 -4.85 -6.25 0.26
H 8.64 -4.98 -4.54 0.32
H 5.18 -4.37 -5.60 0.25
H 3.88 -3.47 -5.51 -0.05
C 1.46 -0.86 -1.20 -0.26
C 0.12 -0.34 -0.83 1.77
C -0.10 -0.13 0.71 0.42
O -1.44 0.29 0.94 0.92
C -1.77 0.55 2.29 1.15
N -0.06 0.95 -1.51 0.88
H 2.23 -0.11 -0.99 0.20
H 1.51 -1.08 -2.27 -0.63
H 1.76 -1.79 -0.72 -0.16
H -0.60 -1.06 -1.21 -0.08
H 0.66 0.57 1.06 0.09
H 0.00 -1.06 1.28 -0.53
H -2.81 0.86 2.33 -1.38
H -1.25 1.45 2.64 -0.59
H -1.54 -0.25 2.99 0.64
H -1.02 1.22 -1.34 -0.88
H 0.50 1.70 -1.12 -0.19
C -0.11 -0.72 6.75 -1.59
C -0.71 -1.95 6.03 1.13
C -1.04 -1.71 4.59 0.60
O -2.00 -0.67 4.44 0.25
C -3.32 -0.93 4.76 -0.68
N 0.29 -3.02 6.17 -0.83
H 0.15 -0.94 7.79 0.59
H -0.91 0.03 6.78 0.40
H 0.73 -0.25 6.24 0.11
H -1.57 -2.21 6.64 0.39
H -1.38 -2.62 4.07 -1.15
H -0.07 -1.45 4.15 -0.49
H -3.33 -1.63 5.60 0.48
H -3.93 -1.35 3.96 0.01
H -3.73 0.04 5.05 0.02
H 0.71 -2.95 7.08 0.38
H 1.00 -2.92 5.45 0.57
C -2.69 4.96 -0.21 -1.13
C -2.37 4.55 1.23 2.81
C -1.34 5.48 1.88 -1.72
O -0.06 5.21 1.27 -0.18
C 0.95 6.17 1.61 -1.08
N -3.63 4.62 2.01 -0.67
H -3.71 4.64 -0.42 0.39
H -2.01 4.49 -0.91 -0.23
H -2.69 6.05 -0.24 0.37
H -2.03 3.52 1.22 -1.33
H -1.24 5.28 2.95 0.56
H -1.69 6.52 1.87 0.43
H 1.04 6.35 2.68 0.31
H 0.61 7.05 1.05 0.34
H 1.93 5.85 1.24 0.24
H -3.51 4.00 2.80 0.52
H -4.32 4.17 1.42 -0.11
C -4.56 2.02 2.87 -1.68
C -5.62 2.97 3.39 0.32
C -6.79 2.96 2.41 -0.72
O -7.58 4.07 2.73 -0.38
C -8.58 4.33 1.77 -0.70
N -5.92 2.56 4.73 -0.67
H -3.62 2.07 3.42 -0.10
H -4.35 2.32 1.84 0.11
H -4.98 1.01 2.89 1.75
H -5.16 3.95 3.44 0.31
H -7.32 2.00 2.46 0.45
H -6.38 3.06 1.40 0.27
H -9.20 3.46 1.51 0.31
H -8.04 4.77 0.93 0.23
H -9.31 5.08 2.09 0.27
H -6.90 2.76 4.89 0.36
H -5.85 1.55 4.76 0.28
C 0.67 3.27 3.35 -0.26
C 0.34 2.38 4.52 2.39
C 1.03 2.89 5.79 -1.33
O 2.43 2.98 5.66 -0.47
C 3.15 1.80 5.33 -0.38
N -1.08 2.35 4.68 -0.08
H 0.31 2.87 2.40 -0.06
H 1.75 3.35 3.25 0.62
H 0.09 4.19 3.36 -0.53
H 0.69 1.37 4.31 -0.83
H 0.84 2.23 6.65 0.44
H 0.67 3.89 6.02 0.36
H 2.87 1.48 4.32 0.02
H 2.98 1.02 6.07 0.23
H 4.18 2.12 5.19 0.41
H -1.48 2.53 5.60 0.48
H -1.38 1.39 4.59 -1.07
C 1.19 -2.82 -5.40 -1.28
C 1.25 -1.74 -6.49 0.96
C 1.44 -2.21 -7.96 -0.83
O 2.80 -2.56 -8.05 -0.23
C 3.19 -2.70 -9.43 -0.90
N 0.08 -0.87 -6.44 -0.57
H 2.04 -3.49 -5.46 0.48
H 0.24 -3.36 -5.38 0.42
H 1.23 -2.32 -4.43 -0.22
H 2.08 -1.09 -6.20 -0.31
H 1.33 -1.43 -8.72 0.51
H 0.74 -3.02 -8.20 0.36
H 4.10 -3.30 -9.41 0.24
H 3.43 -1.77 -9.94 0.32
H 2.47 -3.26 -10.03 0.36
H -0.73 -1.40 -6.75 0.22
H 0.23 -0.26 -7.24 0.32
C 3.34 4.89 -3.03 -1.55
C 2.06 4.60 -3.80 -0.21
C 1.88 3.14 -4.24 -0.02
O 2.93 2.98 -5.22 -0.44
C 2.85 1.73 -5.85 -0.57
N 0.88 5.01 -3.06 -0.60
H 4.17 4.52 -3.64 0.42
H 3.39 4.40 -2.06 0.20
H 3.46 5.95 -2.83 0.39
H 2.14 5.21 -4.70 0.57
H 0.95 3.04 -4.81 0.36
H 1.81 2.54 -3.32 0.12
H 1.86 1.61 -6.29 0.27
H 3.08 0.86 -5.23 0.18
H 3.56 1.73 -6.68 0.38
H 0.19 5.12 -3.79 0.26
H 0.94 5.95 -2.70 0.20
```

**ΔE to the lowest compared entry with this formula, charge and spin**: 250.2 kJ/mol
**Charge**: 0
**E_HOMO**: -8.74 eV

Record 4
DFT (ωB97M-V/def2-TZVPD) results for a 7-piece molecular cluster, C7H21NO6 overall in a non-equilibrium geometry.

```
35
Properties=species:S:1:pos:R:3:mulliken_charge:R:1
C -0.28 -2.83 -0.95 -0.95
C -1.49 -2.72 -1.68 -0.52
N -2.06 -1.59 -1.14 -0.09
C -1.28 -0.92 -0.07 -0.84
C -0.11 -1.71 0.01 1.51
C 1.06 -1.58 0.87 -0.60
C 1.57 -0.39 1.14 0.16
C 2.92 -0.17 1.69 -1.33
H 0.16 -3.76 -1.00 0.46
H -2.09 -3.17 -2.42 0.39
H -2.66 -1.08 -1.62 0.20
H -1.62 0.07 0.52 0.21
H 1.62 -2.42 1.24 0.41
H 1.15 0.58 0.68 0.04
H 3.35 0.81 1.71 0.33
H 2.81 -0.44 2.65 0.41
H 3.78 -0.66 1.08 0.26
H -2.39 -2.13 2.42 0.31
H -1.61 -1.51 3.51 0.29
O -2.24 -1.31 2.84 -0.64
H 2.20 1.80 -1.70 0.34
H 1.67 1.78 -3.05 0.24
O 2.01 1.30 -2.43 -0.54
H -1.46 3.03 0.06 0.33
H -0.95 3.12 1.29 0.28
O -1.14 3.74 0.58 -0.62
H -2.67 1.87 2.25 0.29
H -2.92 0.26 2.38 0.41
O -3.12 1.17 1.78 -0.69
H -0.16 -0.63 -4.44 0.30
H -0.42 -0.64 -2.97 0.31
O -0.89 -0.53 -3.84 -0.63
H 3.18 3.14 -0.38 0.31
H 1.81 4.12 -0.30 0.31
O 2.31 3.41 -0.71 -0.67
```

**ΔE to the lowest compared entry with this formula, charge and spin**: 455.7 kJ/mol
**Charge**: 0
**SMILES**: C/C=C/c1cc[nH]c1.O.O.O.O.O.O
**E_HOMO**: -8.00 eV

Record 5
DFT (ωB97M-V/def2-TZVPD) results for a 6-piece molecular cluster, C32H44Cl2O19 overall in a non-equilibrium geometry.

```
97
Properties=species:S:1:pos:R:3:mulliken_charge:R:1
C -0.21 -1.95 2.60 -0.84
O -0.89 -1.89 1.37 -0.01
C -0.20 -2.59 0.34 -1.21
C 0.08 -1.72 -0.88 0.40
C 0.52 -0.29 -0.55 -0.10
C -0.15 0.75 -1.46 -1.52
C -1.64 0.92 -1.14 0.72
C -1.92 1.78 0.10 -0.70
C -3.37 1.50 0.57 -0.82
C -3.49 0.15 1.31 0.56
C -4.94 -0.37 1.34 -0.75
C -5.23 -1.52 0.41 0.18
C -6.40 -2.08 0.19 1.12
C -7.73 -1.78 0.71 -0.56
Cl -8.47 -2.98 1.72 -0.18
C -8.33 -0.65 0.41 0.70
C -7.80 0.43 -0.46 -1.23
Cl -9.94 -0.39 1.08 -0.21
C -6.21 -3.22 -0.81 0.20
O -6.90 -3.62 -1.63 -0.46
O -4.90 -3.61 -0.54 -0.35
C -4.28 -2.36 -0.44 0.08
O -3.30 -2.11 -0.99 -0.44
H -0.87 -1.70 3.44 0.30
H 0.61 -1.22 2.59 0.18
H 0.21 -2.93 2.83 0.36
H 0.76 -2.94 0.72 0.49
H -0.78 -3.49 0.10 0.21
H 0.83 -2.24 -1.48 0.03
H -0.80 -1.65 -1.53 0.19
H 1.60 -0.19 -0.70 0.28
H 0.28 -0.01 0.47 0.15
H 0.37 1.71 -1.44 0.46
H -0.09 0.37 -2.49 0.17
H -2.23 1.26 -1.99 0.54
H -2.02 -0.09 -0.91 -0.65
H -1.23 1.60 0.92 0.29
H -1.85 2.83 -0.19 0.19
H -4.01 1.48 -0.32 0.25
H -3.65 2.31 1.23 0.43
H -3.19 0.36 2.34 0.50
H -2.80 -0.61 0.93 -0.51
H -5.21 -0.68 2.35 0.33
H -5.61 0.44 1.07 0.24
H -6.76 0.31 -0.71 0.22
H -8.41 0.48 -1.36 0.37
H -7.92 1.39 0.06 0.36
C 0.53 -2.43 -5.00 -0.27
C 0.97 -3.85 -5.26 -0.36
O 2.36 -3.81 -4.92 -0.34
C 2.55 -2.78 -4.06 0.66
O 3.55 -2.58 -3.46 -0.52
O 1.43 -2.01 -3.97 -0.25
H -0.50 -2.36 -4.66 0.27
H 0.66 -1.78 -5.87 0.27
H 0.47 -4.57 -4.61 0.26
H 0.83 -4.15 -6.29 0.31
C -2.45 6.35 -2.69 -0.34
C -3.73 5.57 -2.91 -0.31
O -3.85 4.83 -1.70 -0.29
C -3.15 5.48 -0.73 0.69
O -3.19 5.22 0.42 -0.49
O -2.41 6.49 -1.27 -0.34
H -2.46 7.32 -3.17 0.30
H -1.56 5.80 -3.02 0.26
H -4.60 6.22 -3.01 0.26
H -3.67 4.91 -3.77 0.29
C 4.17 -2.14 1.13 0.09
C 4.84 -2.77 2.32 -0.40
O 4.55 -1.84 3.37 -0.37
C 3.43 -1.16 3.01 0.65
O 2.83 -0.43 3.74 -0.61
O 3.09 -1.41 1.73 -0.23
H 3.80 -2.88 0.42 0.42
H 4.82 -1.45 0.61 -0.18
H 4.41 -3.74 2.58 0.27
H 5.91 -2.89 2.19 0.33
C 6.48 0.90 -1.69 -0.30
C 7.94 0.64 -1.99 -0.36
O 8.22 -0.49 -1.16 -0.34
C 7.05 -1.13 -0.92 0.65
O 6.96 -2.20 -0.40 -0.52
O 6.00 -0.39 -1.35 -0.22
H 5.94 1.30 -2.55 0.28
H 6.34 1.57 -0.84 0.27
H 8.11 0.36 -3.04 0.27
H 8.58 1.48 -1.74 0.31
C 4.59 1.98 6.17 -0.34
C 5.42 1.27 5.13 0.41
O 6.03 2.35 4.42 -0.32
C 6.06 3.43 5.26 0.65
O 6.65 4.43 5.03 -0.53
O 5.32 3.19 6.38 -0.35
H 4.51 1.41 7.10 0.31
H 3.59 2.22 5.81 0.28
H 6.20 0.65 5.57 0.24
H 4.82 0.66 4.46 -0.37
```

**Charge**: 0
**SMILES**: COCCCCCCCCCC1=C(/C(Cl)=C(\C)Cl)C(=O)OC1=O.O=C1OCCO1.O=C1OCCO1.O=C1OCCO1.O=C1OCCO1.O=C1OCCO1
**E_HOMO**: -9.47 eV

| no. | frontier orbital gap (eV) | lowest unoccupied orbital energy (eV) |
| --- | --- | --- |
| 1 | 8.113 | -0.28 |
| 2 | 7.953 | -3.30 |
| 3 | 8.992 | 0.25 |
| 4 | 8.337 | 0.34 |
| 5 | 9.317 | -0.16 |